[1]
A single C3H6N3P molecule, computed with the ωB97M-V functional and the def2-TZVPD basis.

ORCA input file:
```
! RIJCOSX wB97M-V def2-TZVPD def2/J DEFGRID3
* xyz 0 1
C 0.86525 0.43991 -0.77198
C 1.35279 1.94071 -0.71757
C -1.80866 -1.33337 0.96076
N -0.14887 0.08764 -0.01316
N 1.61817 -0.11697 -1.64459
N -0.48722 -1.13888 0.45239
P 0.45613 -2.51478 0.61679
H 1.93779 1.97107 -1.65414
H 2.07267 2.00604 0.14533
H 0.55458 2.69749 -0.84046
H -2.40097 -2.03269 0.47496
H -1.73705 -1.66024 2.11173
H -2.27460 -0.34594 0.87993
*
```

Computed properties:
**HOMO-LUMO gap (spin up / spin down)**: 5.01 / 5.00 eV



[2]
A molecular structure, C41H37AsBr2IN4O4Ti, computed with the ωB97M-V functional and the def2-TZVPD basis.

ORCA input file:
```
! RIJCOSX wB97M-V def2-TZVPD def2/J DEFGRID3
* xyz 3 1
Ti 1.74900 0.11953 -0.35570
O -0.55857 1.90812 -0.84019
C -0.30581 3.19799 -1.26629
C -1.23284 3.90850 -2.00626
C -0.94296 5.20844 -2.40065
C 0.26855 5.79188 -2.06079
C 1.19737 5.06026 -1.33780
C 0.92184 3.75863 -0.93145
C 1.96801 2.97934 -0.19270
O 2.25810 1.73705 -0.80862
N 1.66652 2.63427 1.20761
N 1.20723 1.32097 1.38402
C 0.55722 1.09904 2.47282
C 0.18664 -0.17060 3.03183
Br 0.78732 -1.74817 2.14538
C -0.54592 -0.34071 4.14902
C -1.03961 0.67021 5.08375
C -2.29676 0.46034 5.65903
C -2.82438 1.38008 6.54689
C -2.08542 2.49939 6.90800
C -0.81195 2.69060 6.38702
C -0.29017 1.78322 5.48113
H -1.28472 1.55478 -1.37275
H -2.18280 3.45213 -2.26307
H -1.67104 5.76686 -2.97312
H 0.49145 6.80460 -2.36458
H 2.15632 5.50026 -1.09014
H 2.89193 3.56163 -0.18839
H 1.05647 3.31687 1.64812
H 0.25937 1.95697 3.06997
H -0.83280 -1.36193 4.38102
H -2.85993 -0.42888 5.40077
H -3.80173 1.21540 6.97949
H -2.48859 3.20565 7.62087
H -0.21739 3.53566 6.70665
H 0.72931 1.90114 5.13483
N 4.68900 -1.45418 2.09393
C 4.09329 -0.40240 1.59551
O 3.27384 -0.54604 0.63188
C 4.40539 0.95586 2.13074
I 3.74695 1.10750 4.15910
H 4.46445 -2.38385 1.77155
H 5.32539 -1.36927 2.87496
H 3.88613 1.71496 1.55683
H 5.47795 1.13787 2.12967
O 0.24619 -0.77661 -0.84156
As -1.21661 -1.63197 -1.21257
C -2.28605 -1.57086 0.35003
C -2.91953 -2.73666 0.76619
C -3.78727 -2.67877 1.84812
C -4.01221 -1.46884 2.49069
C -3.36494 -0.31074 2.07348
C -2.49126 -0.35339 0.99889
C -0.69955 -3.37841 -1.71198
C -1.57597 -4.12875 -2.49315
C -1.23362 -5.43182 -2.82220
C -0.03159 -5.96591 -2.37540
C 0.83459 -5.20827 -1.59560
C 0.50404 -3.90669 -1.25514
C -2.08267 -0.73672 -2.64233
C -3.12735 0.15147 -2.38146
C -3.73889 0.80099 -3.44350
C -3.32522 0.54630 -4.74645
C -2.30360 -0.36093 -4.99912
C -1.67289 -1.00653 -3.94632
H -2.74339 -3.67448 0.25345
H -4.29429 -3.57481 2.17905
H -4.70537 -1.42724 3.32083
H -3.54750 0.62658 2.58358
H -1.97904 0.54649 0.67631
H -2.50942 -3.70512 -2.84493
H -1.90265 -6.02705 -3.42825
H 0.23409 -6.98125 -2.63699
H 1.76550 -5.63823 -1.25114
H 1.17217 -3.30960 -0.64590
H -3.49090 0.30362 -1.37221
H -4.55904 1.48189 -3.25812
H -3.81810 1.04285 -5.57158
H -2.00338 -0.57080 -6.01682
H -0.87889 -1.71727 -4.14094
Br 1.14165 0.99562 -3.61329
C 2.57533 -0.20251 -3.38533
C 3.27011 -0.60355 -4.51279
C 4.31642 -1.49551 -4.36430
C 4.62543 -1.95711 -3.09134
C 3.88872 -1.50026 -2.02515
N 2.86890 -0.62446 -2.14685
H 2.98872 -0.21234 -5.47936
H 4.88095 -1.82323 -5.22701
H 5.43293 -2.65577 -2.92705
H 4.11379 -1.83332 -1.02439
*
```

Computed properties:
**HOMO-LUMO gap**: 6.15 eV



[3]
6 unconnected molecules or ions with the total composition C37H48F15N4O13S, computed with the ωB97M-V functional and the def2-TZVPD basis.

ORCA input file:
```
! RIJCOSX wB97M-V def2-TZVPD def2/J DEFGRID3
* xyz 1 1
N 8.59967 -4.76691 1.55884
C 9.52729 -3.96449 1.04796
C 9.67235 -3.92630 -0.57968
C 8.38118 -3.13782 -1.11055
C 7.92878 -1.80976 -0.40605
C 6.62025 -1.11327 -0.94464
C 6.16370 0.19530 -0.17485
O 6.15826 0.10798 1.09053
O 5.81445 1.44198 -0.71159
C 5.39350 1.40639 -2.09598
C 3.84322 1.03872 -2.35138
C 2.99663 0.65941 -1.04311
C 1.61094 -0.02628 -1.58589
C 0.37640 0.41062 -0.62800
C -1.00250 0.11882 -1.42981
C -1.83815 -1.05459 -0.69621
S -3.56533 -0.40511 -0.42681
C -4.70153 -1.82442 -0.76978
N -5.54319 -2.13642 0.34658
N -6.29151 -3.20192 -0.09884
C -5.93100 -3.52612 -1.46310
O -4.89305 -2.64419 -1.92439
C 5.90268 -1.80654 -2.13077
C 6.48044 -3.09792 -2.75706
N 7.67586 -3.71752 -2.23659
H 8.13980 -5.25649 0.77068
H 10.17934 -3.28967 1.70858
H 10.66715 -3.48862 -0.92392
H 9.55293 -5.02776 -0.90542
H 8.51697 -1.38510 0.47735
H 6.07125 0.76898 -2.78909
H 5.53408 2.48088 -2.49397
H 3.32256 1.96044 -2.81269
H 3.72147 0.21288 -3.15806
H 3.46982 -0.12476 -0.36188
H 2.74634 1.61328 -0.47239
H 1.42430 0.16489 -2.69487
H 1.73402 -1.16727 -1.41893
H 0.47617 1.51724 -0.35722
H 0.42295 -0.19106 0.36042
H -0.77292 -0.12133 -2.52211
H -1.62402 1.09022 -1.39348
H -1.90607 -1.95848 -1.39213
H -1.40125 -1.36468 0.31679
H -6.34846 -4.34432 -2.13269
H 4.93949 -1.37321 -2.55178
H 5.91395 -3.56814 -3.62522
H 7.99656 -4.59742 -2.68233
C 1.09091 3.72571 5.39165
C -0.02242 3.31345 4.44911
O 0.14009 3.94348 3.16749
C 0.99678 3.34307 2.31728
O 1.61548 2.34040 2.57123
C 1.03206 4.08606 0.98427
F 1.09424 5.42407 1.13699
F -0.06944 3.83961 0.24143
F 2.09131 3.74185 0.22333
H 1.14727 4.81498 5.46576
H 0.92522 3.31224 6.38859
H 2.06233 3.37990 5.03004
H -0.98277 3.65048 4.84538
H -0.08080 2.22651 4.34500
C -6.61595 -0.20171 -3.21082
C -7.73302 -0.62189 -4.14519
O -7.58028 0.00319 -5.42881
C -6.72453 -0.59932 -6.28075
O -6.10210 -1.59819 -6.02280
C -6.69700 0.13675 -7.61799
F -6.63793 1.47703 -7.46947
F -7.80033 -0.11828 -8.35290
F -5.64149 -0.20795 -8.37912
H -6.56387 0.88821 -3.14153
H -6.77398 -0.61302 -2.21123
H -5.64417 -0.54371 -3.57479
H -8.69239 -0.28754 -3.74430
H -7.78775 -1.70957 -4.24450
C -4.43856 -4.22604 2.48989
C -5.35130 -5.14608 3.27498
O -4.59029 -5.96832 4.17632
C -4.25278 -5.40155 5.35212
O -4.54303 -4.27626 5.67091
C -3.49700 -6.39873 6.22682
F -2.56058 -7.08548 5.53790
F -4.32419 -7.31807 6.76797
F -2.85637 -5.80837 7.25328
H -3.66260 -4.80107 1.97595
H -5.00697 -3.65911 1.74905
H -3.92779 -3.52013 3.14982
H -5.86643 -5.82398 2.59088
H -6.12072 -4.58594 3.81321
C -5.52507 -1.45552 7.70243
C -4.52486 -0.82330 6.75467
O -5.08077 0.35342 6.14484
C -5.01184 1.48659 6.87414
O -4.52761 1.55637 7.97475
C -5.58952 2.66134 6.08863
F -6.74787 2.35061 5.46981
F -4.74219 3.08471 5.12404
F -5.84880 3.72897 6.86565
H -6.46782 -1.65737 7.18694
H -5.13589 -2.39262 8.10558
H -5.75474 -0.78811 8.53666
H -4.29606 -1.51994 5.94511
H -3.58150 -0.59401 7.25808
C 5.34966 8.00218 -6.07679
C 5.48650 6.58798 -6.60510
O 5.40184 5.63584 -5.53116
C 4.15664 5.30065 -5.13510
O 3.14833 5.74670 -5.61672
C 4.21493 4.24964 -4.02936
F 5.14536 4.53279 -3.09174
F 4.52351 3.02102 -4.51642
F 3.04776 4.11763 -3.37200
H 6.08651 8.19154 -5.29160
H 5.49369 8.72912 -6.87863
H 4.36374 8.16454 -5.63481
H 6.47044 6.46004 -7.06161
H 4.74296 6.37234 -7.37721
*
```

Computed properties:
**HOMO-LUMO gap**: 5.36 eV